(one)
C41H39AsCl5N3OPt | ωB97M-V/def2-TZVPD

As for the charge: +2. The HOMO-LUMO gap (spin up / spin down) is 5.24 / 5.24 eV. Its HOMO energy (spin up / spin down) is -0.491 / -0.491 hartree. As for the spin multiplicity: 1.

Each line ends with the Löwdin charge.
CARTESIAN COORDINATES (ANGSTROEM)
Pt (1.46805, 0.70148, 0.09457)  1.1386
Cl (0.33663, -0.23949, 3.02088)  0.7793
C (1.05446, 1.33351, 2.96211)  -0.6875
C (1.51010, 1.84923, 1.74435)  -0.3561
C (2.04166, 3.13074, 1.73590)  -0.6938
Cl (2.64263, 3.77638, 0.25382)  0.7575
C (2.12143, 3.89141, 2.90048)  -0.7000
Cl (2.79608, 5.46460, 2.85257)  0.7378
C (1.65421, 3.36881, 4.10306)  -0.6997
Cl (1.73314, 4.29757, 5.53518)  0.7473
C (1.11390, 2.08287, 4.13362)  -0.7056
Cl (0.50978, 1.43399, 5.59931)  0.7341
C (-2.01339, 5.94192, -0.64830)  0.0434
N (-1.25345, 4.85595, -1.26846)  -0.0360
N (-1.10271, 3.63569, -0.66056)  0.0776
C (-0.11646, 2.95086, -1.31815)  -0.4102
O (0.16003, 1.71910, -1.06031)  -0.1930
C (0.36446, 3.78488, -2.33166)  0.0547
C (-0.35173, 4.96231, -2.25571)  -0.2340
C (-0.22085, 6.21269, -3.05064)  0.0147
C (-2.12874, 3.07639, 0.17529)  -0.1919
C (-1.79044, 2.55819, 1.41314)  -0.0019
C (-2.77916, 1.98380, 2.19995)  -0.0519
C (-4.09286, 1.95154, 1.75304)  -0.0576
C (-4.42200, 2.48857, 0.51534)  -0.0502
C (-3.43761, 3.04664, -0.28605)  -0.0076
H (-2.40593, 5.59666, 0.30203)  0.0997
H (-2.84195, 6.23736, -1.28788)  0.1078
H (-1.35904, 6.79281, -0.47368)  0.1036
H (1.14168, 3.54398, -3.03854)  0.1315
H (0.53136, 6.08228, -3.82393)  0.0951
H (0.08135, 7.05032, -2.41755)  0.0978
H (-1.16688, 6.47525, -3.52646)  0.1016
H (-0.77519, 2.63081, 1.76674)  0.0897
H (-2.52431, 1.58285, 3.17351)  0.1100
H (-4.86564, 1.51701, 2.37413)  0.1154
H (-5.44675, 2.46722, 0.16784)  0.1172
H (-3.67992, 3.44586, -1.26432)  0.1272
C (-2.20097, -4.55674, 3.90085)  -0.0246
C (-1.30512, -4.10381, 2.78259)  -0.2282
C (-1.63465, -2.99691, 2.00144)  -0.0093
C (-0.83774, -2.55994, 0.95348)  -0.2993
C (-1.25135, -1.33335, 0.17575)  -0.0543
C (0.33823, -3.29221, 0.71361)  -0.3013
As (1.43348, -2.77606, -0.79623)  1.4882
N (2.18980, -1.22764, -0.50721)  -0.2620
C (3.06076, -0.83412, 0.50309)  -0.4545
C (3.19227, -1.46380, 1.78240)  -0.0377
C (3.95997, -0.87391, 2.73440)  -0.0336
C (4.63494, 0.34835, 2.47238)  -0.0153
C (4.57502, 0.94333, 1.24158)  -0.0637
C (3.80611, 0.35590, 0.21532)  -0.0951
C (0.41600, -2.67629, -2.40882)  -0.2836
C (-0.59444, -3.64681, -2.57145)  -0.2660
C (-0.77526, -4.84116, -1.66083)  -0.0331
C (-1.44455, -3.52736, -3.65655)  0.0099
C (-1.29384, -2.51602, -4.60244)  -0.2233
C (-2.23056, -2.39263, -5.76602)  -0.0248
C (-0.20958, -1.64848, -4.47192)  0.0036
C (0.67649, -1.71434, -3.41166)  -0.2526
C (1.86436, -0.78696, -3.43993)  -0.0555
C (0.71264, -4.40467, 1.46614)  -0.3003
C (1.97253, -5.19427, 1.21283)  -0.0522
C (-0.12812, -4.79123, 2.50204)  0.0134
H (-3.07707, -3.91729, 3.99655)  0.0827
H (-1.66512, -4.54899, 4.85170)  0.0946
H (-2.54148, -5.57921, 3.72940)  0.0958
H (-2.54976, -2.45435, 2.21390)  0.1274
H (-2.23816, -0.99473, 0.48429)  0.0920
H (-1.25684, -1.48351, -0.90331)  0.0749
H (-0.54485, -0.52929, 0.40914)  0.0011
H (2.67317, -2.39205, 1.97809)  0.0994
H (4.06618, -1.33841, 3.70687)  0.1280
H (5.24314, 0.78798, 3.25351)  0.1281
H (5.14917, 1.83479, 1.02628)  0.1226
H (3.92147, 0.68535, -0.80734)  0.1209
H (0.16090, -5.18687, -1.22273)  0.0643
H (-1.17574, -5.67235, -2.23877)  0.0972
H (-1.47283, -4.63842, -0.84665)  0.0939
H (-2.22730, -4.26617, -3.78688)  0.1315
H (-2.91209, -3.23916, -5.82340)  0.0851
H (-1.67791, -2.32946, -6.70436)  0.0947
H (-2.82691, -1.48151, -5.67816)  0.0958
H (-0.03090, -0.90993, -5.24659)  0.1317
H (2.04429, -0.47567, -4.46704)  0.0898
H (2.77271, -1.26284, -3.07434)  0.0723
H (1.69243, 0.10969, -2.84094)  0.0536
H (2.42078, -4.98212, 0.23897)  0.0444
H (1.77144, -6.26459, 1.25074)  0.0979
H (2.72896, -4.98461, 1.97269)  0.0934
H (0.13997, -5.65716, 3.09889)  0.1380

(two)
C41H39AsCl5N3OPt | ωB97M-V/def2-TZVPD

As for the charge: +2. The HOMO-LUMO gap is 5.03 eV. Its HOMO energy is -0.484 hartree. As for the spin multiplicity: 1.

Each line ends with the Löwdin charge.
CARTESIAN COORDINATES (ANGSTROEM)
Pt (0.83601, -0.16970, -0.32621)  1.3732
Cl (0.49744, -3.07359, -1.75690)  0.8062
C (1.98247, -2.25561, -2.02917)  -0.6912
C (2.27168, -1.07887, -1.31501)  -0.3897
C (3.55038, -0.50619, -1.43172)  -0.6936
Cl (3.95303, 0.88268, -0.50168)  0.7613
C (4.49702, -1.04674, -2.29079)  -0.7025
Cl (6.04302, -0.33703, -2.44164)  0.7537
C (4.16718, -2.18610, -3.04062)  -0.6751
Cl (5.30666, -2.84131, -4.11430)  0.7885
C (2.91819, -2.80562, -2.89425)  -0.6995
Cl (2.55907, -4.23172, -3.76402)  0.7524
C (2.03021, 0.61797, 5.76665)  0.0512
N (1.17124, 0.59344, 4.58805)  -0.0240
N (1.36863, -0.28739, 3.56209)  0.0723
C (0.55054, 0.06674, 2.54904)  -0.3666
O (0.40668, -0.70716, 1.50050)  -0.1948
C (-0.13461, 1.22357, 2.91151)  0.0765
C (0.28541, 1.52302, 4.19962)  -0.2175
C (-0.09059, 2.65925, 5.08074)  0.0186
C (2.10294, -1.51327, 3.69506)  -0.2109
C (1.66642, -2.47294, 4.59556)  -0.0044
C (2.38016, -3.65523, 4.70441)  -0.0429
C (3.49799, -3.86790, 3.90760)  -0.0456
C (3.91525, -2.90042, 3.00315)  -0.0460
C (3.21923, -1.70573, 2.89668)  -0.0048
H (2.82976, -0.10403, 5.63218)  0.1018
H (1.45866, 0.35664, 6.65520)  0.1120
H (2.45786, 1.61182, 5.87946)  0.1068
H (-0.89114, 1.72976, 2.33097)  0.1218
H (-0.89850, 3.22482, 4.62476)  0.0949
H (0.75673, 3.33063, 5.23072)  0.1005
H (-0.41836, 2.30915, 6.05945)  0.1021
H (0.78214, -2.29773, 5.19509)  0.1287
H (2.06072, -4.41334, 5.40543)  0.1195
H (4.04939, -4.79392, 3.99526)  0.1190
H (4.78996, -3.07097, 2.39079)  0.1165
H (3.53786, -0.92697, 2.21405)  0.1087
C (-4.41148, 1.12350, 3.34244)  -0.0292
C (-3.73270, 1.08473, 2.00431)  -0.2591
C (-3.60154, 2.22966, 1.22801)  -0.0086
C (-2.99234, 2.20412, -0.02145)  -0.2876
C (-2.90301, 3.49968, -0.79298)  -0.0754
C (-2.49581, 0.97858, -0.51179)  -0.3090
As (-1.58588, 1.17871, -2.23481)  1.4727
N (0.18671, 1.22377, -1.24757)  -0.2971
C (0.83258, 2.50305, -1.18535)  -0.3741
C (1.45093, 2.92001, -0.00864)  -0.0910
C (2.05924, 4.16221, 0.04237)  -0.0552
C (2.05778, 4.98721, -1.07282)  -0.0403
C (1.43541, 4.57415, -2.24001)  -0.0379
C (0.81263, 3.33739, -2.30200)  -0.0506
C (-1.56522, -0.47710, -3.22976)  -0.3471
C (-2.75869, -1.21049, -3.34308)  -0.2821
C (-4.07430, -0.74060, -2.77125)  -0.0379
C (-2.74633, -2.37290, -4.10260)  0.0093
C (-1.61760, -2.78569, -4.80136)  -0.2473
C (-1.61646, -4.04970, -5.60876)  -0.0245
C (-0.50520, -1.95178, -4.79595)  -0.0348
C (-0.46343, -0.78759, -4.04489)  -0.3015
C (0.72513, 0.12569, -4.20362)  -0.0438
C (-2.61856, -0.19502, 0.25672)  -0.2887
C (-2.15371, -1.56080, -0.17318)  -0.0936
C (-3.23100, -0.10833, 1.50132)  -0.0116
H (-4.64579, 2.14290, 3.64252)  0.0820
H (-3.78759, 0.66814, 4.11269)  0.0825
H (-5.34508, 0.55996, 3.31098)  0.0959
H (-3.99755, 3.16832, 1.59689)  0.1232
H (-3.39211, 4.29740, -0.23825)  0.0858
H (-3.39439, 3.42876, -1.76494)  0.0775
H (-1.86929, 3.80560, -0.96900)  0.0616
H (1.46188, 2.27812, 0.86213)  0.0762
H (2.53763, 4.48540, 0.95685)  0.1174
H (2.53370, 5.95718, -1.02860)  0.1211
H (1.42369, 5.21705, -3.10915)  0.1225
H (0.31105, 3.03698, -3.20954)  0.0782
H (-4.16976, 0.34799, -2.79828)  0.0729
H (-4.24116, -1.05825, -1.74393)  0.0716
H (-4.89110, -1.13599, -3.37287)  0.0951
H (-3.65943, -2.95098, -4.18496)  0.1289
H (-2.55645, -4.58801, -5.50936)  0.0840
H (-0.80872, -4.70931, -5.28793)  0.0841
H (-1.45838, -3.83150, -6.66555)  0.0956
H (0.34655, -2.20261, -5.41957)  0.1276
H (1.18098, -0.03144, -5.17986)  0.0989
H (1.49660, -0.03790, -3.45199)  0.0506
H (0.43430, 1.17450, -4.15598)  0.0448
H (-1.43367, -1.52886, -0.98544)  -0.0202
H (-2.99565, -2.16506, -0.51552)  0.0950
H (-1.70375, -2.08610, 0.66837)  0.0810
H (-3.33038, -1.01479, 2.08927)  0.1353

Energy comparison, zero being the most stable, in hartree: (one) 0.0000; (two) 0.0101.